(P)
The ion C3H3N2OS with charge +1. Source: OMol25; level of theory: the ωB97M-V functional and the def2-TZVPD basis.

Results
Frontier orbital gap (alpha / beta) in hartree: 0.308 / 0.295
LUMO (alpha / beta) in eV: -7.04 / -7.14
Net charge: +1

Cartesian coordinates (Å):
1 C 2.31052 0.95247 0.16227
2 C 0.71318 -0.59937 -0.10558
3 C -1.92599 -0.17578 0.04508
4 N 1.40126 1.38872 0.74160
5 N 2.78478 -0.00951 -0.71494
6 O 1.78996 -0.81366 -0.73497
7 S -0.50882 -1.01594 0.80870
8 H -2.83729 -0.45528 0.53739
9 H -2.01452 -0.31372 -0.92900
10 H -1.71307 1.04208 0.18946

(Q)
The ion C3H3N2OS with charge +1. Source: OMol25; level of theory: the ωB97M-V functional and the def2-TZVPD basis.

Results
Frontier orbital gap (alpha / beta) in hartree: 0.321 / 0.256
LUMO (alpha / beta) in eV: -6.93 / -8.76
Net charge: +1

Cartesian coordinates (Å):
1 C 2.23630 -0.91576 -0.15756
2 C 0.37195 -0.51460 0.67499
3 C -1.40525 1.05678 -0.53446
4 N 1.31177 -0.17976 -0.49087
5 N 2.31232 -1.55651 0.99229
6 O 1.03654 -1.45899 1.40400
7 S -1.30583 -0.31531 0.61591
8 H -2.18462 1.76633 -0.40271
9 H -1.89016 0.66969 -1.41247
10 H -0.48302 1.44814 -0.68912

Stability summary: most stable (Q), least stable (P).

(P)
A cluster of 9 separate species, C12H42O9 in total. Source: OMol25; level of theory: the ωB97M-V functional and the def2-TZVPD basis.

Results
Frontier orbital gap in hartree: 0.369
LUMO in eV: 0.22
Net charge: 0

Cartesian coordinates (Å):
1 C 4.79193 -2.73151 1.79087
2 C 5.25248 -3.71330 2.90403
3 O 5.66522 -2.94894 4.02413
4 H 4.53386 -3.27742 0.88340
5 H 5.49613 -1.90625 1.68532
6 H 3.85085 -2.35159 2.18852
7 H 6.04493 -4.42681 2.67820
8 H 4.36567 -4.30410 3.13340
9 H 5.57096 -3.49093 4.81089
10 C 2.34944 7.20821 1.72537
11 C 1.65122 6.00288 2.19832
12 O 0.93725 5.30414 1.17955
13 H 1.54932 7.81063 1.29526
14 H 3.16303 6.92033 1.05955
15 H 2.83716 7.79734 2.50200
16 H 0.95067 6.12026 3.02509
17 H 2.36197 5.30960 2.64812
18 H 0.39818 4.57652 1.49826
19 C -5.58748 2.85801 -2.10935
20 C -6.62950 3.89396 -1.46065
21 O -6.64939 5.02177 -2.24482
22 H -5.50032 2.95107 -3.19186
23 H -5.90740 1.84774 -1.85422
24 H -4.57062 2.87598 -1.71718
25 H -6.54583 4.05574 -0.38598
26 H -7.53129 3.28269 -1.42497
27 H -7.04377 4.75097 -3.07713
28 C -2.33666 -4.86461 -5.48260
29 C -2.45230 -3.83440 -4.45240
30 O -1.22145 -3.57168 -3.82822
31 H -3.37225 -5.01184 -5.78916
32 H -1.79080 -5.76596 -5.20383
33 H -1.86211 -4.38537 -6.33890
34 H -3.19711 -4.22357 -3.75819
35 H -2.82978 -2.89669 -4.86023
36 H -1.31180 -2.80821 -3.25330
37 C 0.73262 0.52690 3.96734
38 C -0.47561 1.40151 4.10979
39 O -1.06743 1.64870 2.79775
40 H 1.21541 0.54832 4.94435
41 H 1.49029 0.84960 3.25326
42 H 0.35521 -0.43797 3.62868
43 H -0.21031 2.34413 4.58853
44 H -1.18585 0.88623 4.75642
45 H -1.74331 1.01606 2.54370
46 C 4.78126 0.31768 -3.24566
47 O 3.53200 0.76603 -2.71880
48 H 5.07291 -0.47935 -2.56170
49 H 4.49908 -0.06479 -4.22657
50 H 5.60472 0.98860 -3.49035
51 H 3.37805 1.64771 -3.06598
52 C -0.05865 -5.32005 0.64642
53 O -0.28830 -4.03450 1.24573
54 H -0.97970 -5.86205 0.86092
55 H 0.15659 -5.27687 -0.42125
56 H 0.72425 -5.90748 1.12612
57 H 0.05232 -3.33441 0.68409
58 O -0.14221 -0.33257 -1.05398
59 H -0.54905 0.52218 -0.91210
60 H 0.79658 -0.14886 -1.08782
61 O -3.67420 -1.07933 1.07378
62 H -4.34701 -1.43896 0.49565
63 H -3.10004 -1.82112 1.26438

(Q)
A cluster of 9 separate species, C12H42O9 in total. Source: OMol25; level of theory: the ωB97M-V functional and the def2-TZVPD basis.

Results
Frontier orbital gap in hartree: 0.377
LUMO in eV: 0.61
Net charge: 0

Cartesian coordinates (Å):
1 C 10.72310 9.81214 10.42420
2 C 9.28848 9.28479 10.81699
3 O 8.38318 10.12912 10.03800
4 H 10.96825 9.49938 9.42021
5 H 11.46532 9.35065 11.08084
6 H 10.85701 10.88790 10.48622
7 H 9.01106 9.35481 11.87801
8 H 9.28916 8.22627 10.58456
9 H 7.47392 10.03436 10.35489
10 C 9.78250 15.12368 10.08927
11 C 9.04429 13.91515 9.60513
12 O 9.30189 12.86330 10.52882
13 H 10.86403 15.02125 9.98800
14 H 9.58242 15.23634 11.14785
15 H 9.47781 16.02736 9.53856
16 H 9.39569 13.71988 8.56555
17 H 7.96000 14.03982 9.55930
18 H 8.97299 12.00853 10.21811
19 C 6.62152 11.67894 12.84280
20 C 5.42645 10.93777 12.30801
21 O 5.83669 10.29167 11.08339
22 H 7.38257 10.93120 12.99926
23 H 6.37325 12.16243 13.79680
24 H 6.91688 12.48859 12.14478
25 H 4.59219 11.61756 12.04819
26 H 5.07741 10.15814 12.97919
27 H 5.05362 9.94630 10.65474
28 C 13.02128 8.72039 6.47556
29 O 12.95656 9.33641 7.77454
30 H 13.64200 7.82011 6.55750
31 H 12.04080 8.36538 6.21756
32 H 13.40391 9.39686 5.71129
33 H 12.42276 10.12461 7.67704
34 C 9.84944 7.33163 14.36958
35 O 9.23323 7.15626 13.13376
36 H 10.82335 6.86020 14.37939
37 H 10.04780 8.36929 14.72445
38 H 9.24499 6.83260 15.10762
39 H 9.84206 7.50927 12.47712
40 C 9.35646 10.77709 6.86706
41 O 8.06292 10.93408 6.28844
42 H 9.80070 9.80014 6.64452
43 H 9.98123 11.59703 6.53521
44 H 9.24969 10.80463 7.94816
45 H 8.15631 10.77967 5.34811
46 C 6.30792 6.96464 11.36177
47 O 5.69649 5.87955 10.74927
48 H 6.99401 6.64498 12.14297
49 H 6.83843 7.59035 10.64962
50 H 5.58856 7.66361 11.73049
51 H 5.45996 6.07564 9.84821
52 C 10.39367 12.41182 13.78387
53 O 10.01511 11.07357 13.67219
54 H 9.91821 13.05868 13.00267
55 H 10.16181 12.84633 14.75337
56 H 11.45230 12.55244 13.66366
57 H 10.66001 10.67207 14.27509
58 C 12.33626 6.29306 10.13440
59 O 11.72547 6.57923 11.38643
60 H 11.59413 6.18971 9.38407
61 H 12.95070 7.17884 9.94572
62 H 12.96059 5.39672 10.18557
63 H 11.66127 5.72433 11.82428

Stability summary: most stable (Q), least stable (P).

(P)
A cluster of 2 separate species, C14H20N2O in total. Source: OMol25; level of theory: the ωB97M-V functional and the def2-TZVPD basis.

Results
Frontier orbital gap in hartree: 0.311
LUMO in eV: 0.86
Net charge: 0

Cartesian coordinates (Å):
1 C 2.97399 0.86895 -2.49529
2 C 1.55781 0.49103 -2.22360
3 C 0.93297 -0.66532 -2.58935
4 N -0.37958 -0.61517 -2.18921
5 C -0.62454 0.55072 -1.53319
6 C -1.77869 1.03274 -0.93244
7 C -1.73269 2.35433 -0.50033
8 C -0.56733 3.13560 -0.53359
9 C 0.60573 2.59399 -1.03726
10 C 0.59043 1.30146 -1.53937
11 H 2.99173 1.95718 -2.49129
12 H 3.11363 0.82500 -3.59466
13 H 3.78294 0.37652 -1.96390
14 H 1.32829 -1.41177 -3.26148
15 H -1.04566 -1.33982 -2.37204
16 H -2.71786 0.54806 -0.70052
17 H -2.53934 2.74858 0.11414
18 H -0.65906 4.19020 -0.29387
19 H 1.54467 3.13650 -1.01713
20 C -0.57998 0.48552 2.47197
21 C -0.16497 -0.93067 2.77621
22 N 0.04340 -1.63144 1.47197
23 C 1.37932 -1.41304 0.99161
24 C -0.93197 -2.21352 0.73013
25 C -2.20774 -2.55927 1.48838
26 O -0.82065 -2.55360 -0.43233
27 H -0.57491 1.04230 3.39578
28 H -1.41194 0.63418 1.76020
29 H 0.03726 1.01561 1.71884
30 H 0.73421 -1.17240 3.34073
31 H -0.99534 -1.33690 3.35980
32 H 1.44496 -0.58293 0.27890
33 H 2.06112 -0.74044 1.60275
34 H 2.09594 -2.23051 1.08599
35 H -2.92221 -1.73870 1.58285
36 H -2.55345 -3.45132 0.97444
37 H -2.01047 -2.70162 2.55614

(Q)
A cluster of 2 separate species, C14H20N2O in total. Source: OMol25; level of theory: the ωB97M-V functional and the def2-TZVPD basis.

Results
Frontier orbital gap in hartree: 0.323
LUMO in eV: 0.79
Net charge: 0

Cartesian coordinates (Å):
1 C -2.57969 0.89829 0.86140
2 C -1.29533 1.38411 1.44242
3 C -0.79337 2.64103 1.51811
4 N 0.26279 2.67478 2.42211
5 C 0.48953 1.39455 2.84663
6 C 1.36868 0.94772 3.83984
7 C 1.32589 -0.36857 4.21840
8 C 0.34874 -1.24089 3.67524
9 C -0.58079 -0.76265 2.78860
10 C -0.46980 0.53648 2.28040
11 H -3.36700 0.78204 1.61638
12 H -2.46112 -0.12510 0.49832
13 H -3.02674 1.55054 0.11565
14 H -1.12246 3.59488 1.13801
15 H 0.87678 3.41508 2.71012
16 H 1.87789 1.66665 4.43450
17 H 1.97699 -0.75561 4.98875
18 H 0.37213 -2.25873 4.03997
19 H -1.45075 -1.34242 2.49711
20 C -1.27985 0.67586 -3.00931
21 C -0.85846 -0.68700 -2.42619
22 N 0.56123 -1.13124 -2.54049
23 C 1.53989 -0.10710 -2.23642
24 C 0.82623 -1.77168 -3.76955
25 C 0.25457 -3.12854 -4.00618
26 O 1.64952 -1.30833 -4.53353
27 H -0.46475 1.33567 -2.83854
28 H -2.25355 0.91111 -2.59746
29 H -1.28739 0.55435 -4.08645
30 H -1.05959 -0.76574 -1.36080
31 H -1.36940 -1.43147 -3.03319
32 H 1.34657 0.18217 -1.21140
33 H 2.54166 -0.37278 -2.46644
34 H 1.53188 0.77775 -2.89392
35 H 0.50576 -3.48715 -5.00114
36 H 0.59631 -3.85767 -3.27004
37 H -0.82996 -3.22021 -3.95676

Stability summary: most stable (Q), least stable (P).

(P)
An isolated molecule of C4H5NOS2. Source: OMol25; level of theory: the ωB97M-V functional and the def2-TZVPD basis.

Results
Frontier orbital gap in hartree: 0.364
LUMO in eV: 0.39
Net charge: 0

Cartesian coordinates (Å):
1 C 1.24003 -2.27587 0.49100
2 C 0.45681 -1.41778 0.69282
3 C -0.59406 -0.37013 0.91635
4 S -2.29597 -0.38753 -0.01207
5 C -0.18470 1.06132 0.65973
6 O -0.16376 1.78778 1.59993
7 N 0.17861 1.53794 -0.67957
8 S 0.36319 0.58729 -2.01356
9 H 1.81362 -3.18988 0.17810
10 H -0.88543 -0.16913 1.95299
11 H -1.89300 -0.05620 -1.38725
12 H 0.26791 2.59618 -0.71731
13 H 1.69676 0.29600 -1.68115

(Q)
An isolated molecule of C4H5NOS2. Source: OMol25; level of theory: the ωB97M-V functional and the def2-TZVPD basis.

Results
Frontier orbital gap in hartree: 0.330
LUMO in eV: 0.41
Net charge: 0

Cartesian coordinates (Å):
1 C -2.44413 -1.44614 -0.83623
2 C -1.34852 -0.96980 -0.86453
3 C -0.15902 -0.16818 -0.84683
4 O -0.47576 1.19565 -0.91856
5 N 0.55818 -0.48041 0.34561
6 C 1.38749 0.31680 1.10203
7 S 2.41946 -0.17577 2.23777
8 S 1.35657 1.99710 0.45107
9 H -3.38383 -1.91783 -0.72287
10 H 0.54133 -0.33608 -1.62197
11 H -1.13976 1.32425 -0.18477
12 H 0.18727 -1.45514 0.68928
13 H 2.50073 2.11556 1.17000

(R)
An isolated molecule of C4H5NOS2. Source: OMol25; level of theory: the ωB97M-V functional and the def2-TZVPD basis.

Results
Frontier orbital gap in hartree: 0.321
LUMO in eV: 0.10
Net charge: 0

Cartesian coordinates (Å):
1 O 2.23320 1.31088 0.74125
2 C 1.06607 0.97730 0.50994
3 C 0.63693 -0.73574 0.41417
4 C -0.23461 -0.89262 -0.72602
5 C -1.25877 -0.05376 -1.03278
6 S -1.71230 1.17992 0.11387
7 N -0.08820 1.73438 0.49653
8 S 0.07297 3.41626 0.89377
9 H 0.17987 -0.98088 1.38219
10 H 1.69649 -1.13704 0.44660
11 H 0.16052 -1.69067 -1.38228
12 H -1.87618 -0.24623 -2.02690
13 H 1.52735 3.55653 0.79370

Stability summary: most stable (R), least stable (P).